This record from the OMol25 dataset describes a structure of composition C23H22BN8PdS. The level of theory is wB97M-V/def2-TZVPD.

Last column: natural (NBO) charge in e.
CARTESIAN COORDINATES (ANGSTROEM)
Pd: -0.1134 0.0302 0.0817  0.961
B: -3.2585 0.7973 1.7305  0.176
N: -3.0865 0.3733 0.2007  -0.275
C: -4.1809 0.1777 -0.5450  0.006
C: -3.8105 -0.2402 -1.8127  -0.327
C: -2.4250 -0.2709 -1.7704  -0.041
N: -2.0089 0.1026 -0.5547  -0.305
N: -1.9992 1.3911 2.4188  -0.307
C: -2.0645 2.0887 3.5638  -0.014
C: -0.7790 2.3491 3.9962  -0.339
C: 0.0267 1.7595 3.0233  -0.061
N: -0.7158 1.1856 2.0770  -0.412
H: -4.1063 1.6512 1.7199  -0.033
H: -3.6267 -0.1936 2.3159  -0.050
H: -5.1515 0.3627 -0.1173  0.242
H: -4.4524 -0.4700 -2.6435  0.245
H: -1.7073 -0.5347 -2.5292  0.222
H: -3.0208 2.3428 3.9896  0.230
H: -0.4792 2.8859 4.8783  0.235
H: 1.1038 1.7304 2.9671  0.198
N: 1.9289 -2.2885 0.9882  -0.567
C: 2.5367 -1.0560 0.9086  0.419
C: 3.9211 -1.0028 1.1454  -0.269
C: 4.5645 0.2056 1.1187  -0.114
C: 3.8251 1.3652 0.8664  -0.263
C: 2.4871 1.2362 0.6198  0.058
N: 1.8474 0.0429 0.6124  -0.479
C: 0.6084 -2.6898 1.1767  0.400
C: 0.4308 -3.9655 1.7212  -0.270
C: -0.8427 -4.4459 1.9050  -0.113
C: -1.9187 -3.6439 1.5479  -0.258
C: -1.6645 -2.4034 1.0191  0.083
N: -0.4202 -1.9224 0.8198  -0.484
H: 2.5812 -3.0233 1.2105  0.411
H: 4.4573 -1.9173 1.3607  0.230
H: 5.6283 0.2573 1.3061  0.241
H: 4.2782 2.3448 0.8620  0.246
H: 1.8589 2.0929 0.4202  0.233
H: 1.2941 -4.5535 2.0021  0.226
H: -0.9983 -5.4281 2.3299  0.239
H: -2.9401 -3.9668 1.6805  0.246
H: -2.4777 -1.7539 0.7378  0.237
S: 1.0224 2.4894 -3.6262  0.485
C: 1.0072 1.2682 -2.4338  -0.102
N: 0.2579 1.4884 -1.3970  -0.473
C: -0.3826 2.7256 -1.4869  0.072
C: -1.2316 3.2917 -0.5345  -0.154
C: -1.7659 4.5331 -0.8001  -0.203
C: -1.4706 5.2155 -1.9887  -0.181
C: -0.6250 4.6721 -2.9307  -0.208
C: -0.0802 3.4177 -2.6634  -0.220
H: 1.5871 0.3643 -2.5506  0.241
H: -1.4539 2.7721 0.3864  0.239
H: -2.4256 4.9904 -0.0756  0.233
H: -1.9124 6.1863 -2.1673  0.232
H: -0.3940 5.2004 -3.8453  0.235

Atoms 1-2, force components in eV/Å:
Pd -0.13 -0.01 -0.68
B 0.01 -0.13 0.03

Calculated values
Kohn-Sham gap   8.156 eV
Spin multiplicity   1
Net charge   +1
E_HOMO   -10.89 eV